No. 1
A 17-piece molecular cluster, C62H173N16O17 overall, computed with wB97M-V/def2-TZVPD.

Frontier orbital gap (eV): 7.51
2S+1: 1
Total charge: -1
HOMO (eV): -5.49
DFT total energy (hartree): -4620.83169

Geometry (Å):
N  -0.275  0.297  -0.074
H  -0.859  -0.341  0.473
H  1.050  -0.630  -0.743
H  0.478  0.650  0.540
H  -0.872  1.021  -0.392
O  1.882  -1.263  -0.861
C  3.022  -0.761  -0.106
C  2.705  -0.343  1.393
O  2.196  0.894  1.596
H  3.416  0.128  -0.604
H  3.793  -1.533  -0.055
H  3.631  -0.381  1.934
H  2.044  -1.201  1.787
C  -2.010  4.694  -3.389
C  -2.227  3.281  -4.032
C  -1.301  3.312  -5.237
O  -1.295  2.034  -5.821
C  -0.267  1.842  -6.783
N  -1.935  2.250  -3.043
H  -2.400  4.664  -2.395
H  -2.556  5.480  -3.918
H  -0.921  4.910  -3.394
H  -3.292  3.137  -4.351
H  -0.231  3.514  -4.804
H  -1.512  4.064  -6.003
H  0.736  2.125  -6.487
H  -0.482  2.267  -7.773
H  -0.137  0.763  -6.904
H  -1.033  2.428  -2.633
H  -1.908  1.348  -3.491
C  0.397  -7.817  -3.127
C  0.449  -6.439  -3.694
C  -0.334  -6.184  -5.052
O  -0.010  -7.140  -6.091
C  0.970  -6.623  -6.953
N  -0.022  -5.387  -2.763
H  0.796  -8.446  -3.907
H  -0.594  -8.187  -2.815
H  0.969  -7.842  -2.194
H  1.476  -6.409  -4.070
H  0.010  -5.202  -5.435
H  -1.402  -6.136  -4.879
H  1.205  -7.349  -7.806
H  1.904  -6.270  -6.410
H  0.586  -5.715  -7.441
H  0.388  -4.461  -2.929
H  0.055  -5.606  -1.811
C  -2.132  -2.608  -0.648
C  -3.022  -3.752  -0.133
C  -4.296  -3.134  0.320
O  -5.146  -4.107  0.913
C  -6.361  -3.578  1.462
N  -3.271  -4.731  -1.179
H  -1.257  -3.062  -1.145
H  -1.762  -2.036  0.274
H  -2.747  -2.047  -1.340
H  -2.621  -4.303  0.733
H  -4.774  -2.728  -0.583
H  -4.048  -2.324  1.026
H  -7.132  -4.330  1.575
H  -6.702  -2.694  0.847
H  -6.065  -3.213  2.409
H  -2.367  -5.082  -1.492
H  -3.792  -5.515  -0.803
C  5.111  -2.998  5.386
C  4.886  -2.307  4.077
C  5.825  -2.878  3.081
O  7.162  -2.475  3.451
C  8.114  -3.312  2.842
N  3.594  -2.662  3.578
H  6.191  -2.926  5.739
H  4.898  -4.074  5.258
H  4.516  -2.562  6.220
H  5.128  -1.233  4.085
H  5.555  -2.530  2.060
H  5.704  -3.976  3.187
H  9.172  -2.912  2.941
H  7.854  -3.450  1.755
H  8.137  -4.326  3.304
H  3.299  -2.075  2.799
H  2.916  -2.465  4.301
C  0.051  -2.169  3.627
C  -1.412  -2.296  3.364
C  -2.097  -2.337  4.662
O  -3.387  -2.646  4.437
C  -4.200  -2.056  5.491
N  -1.882  -1.291  2.471
H  0.468  -3.143  3.846
H  0.330  -1.470  4.474
H  0.531  -1.836  2.714
H  -1.646  -3.289  2.906
H  -2.027  -1.401  5.164
H  -1.490  -3.076  5.325
H  -4.091  -1.048  5.369
H  -4.034  -2.410  6.509
H  -5.204  -2.408  5.271
H  -1.412  -0.427  2.697
H  -2.850  -1.018  2.644
C  -8.252  3.669  5.645
C  -7.176  2.786  5.247
C  -7.743  1.404  4.754
O  -6.705  0.498  4.553
C  -7.052  -0.531  3.615
N  -6.412  3.487  4.264
H  -7.838  4.630  5.999
H  -8.840  3.309  6.513
H  -8.967  3.923  4.883
H  -6.568  2.534  6.124
H  -8.430  1.596  3.903
H  -8.416  1.002  5.527
H  -7.967  -1.022  3.950
H  -6.189  -1.139  3.587
H  -7.302  -0.223  2.569
H  -5.664  2.931  3.898
H  -7.067  3.684  3.424
C  1.817  -5.777  1.697
C  2.082  -4.855  0.553
C  2.660  -5.603  -0.729
O  3.872  -6.259  -0.581
C  4.962  -5.448  -0.190
N  0.902  -4.097  0.102
H  1.339  -5.125  2.435
H  2.732  -6.263  2.100
H  1.202  -6.684  1.439
H  2.814  -4.123  0.916
H  2.730  -4.804  -1.506
H  1.882  -6.326  -1.031
H  4.971  -4.490  -0.651
H  5.815  -6.086  -0.343
H  4.881  -5.222  0.900
H  0.285  -4.056  0.889
H  1.103  -3.155  -0.247
C  -1.889  2.978  4.486
C  -1.094  2.584  3.240
C  -0.318  3.740  2.694
O  -1.103  4.822  2.357
C  -0.485  5.788  1.581
N  -0.339  1.429  3.509
H  -1.155  3.252  5.181
H  -2.521  2.207  4.944
H  -2.465  3.945  4.258
H  -1.859  2.345  2.522
H  0.309  3.471  1.809
H  0.492  3.888  3.426
H  0.484  6.040  2.094
H  -1.084  6.660  1.568
H  -0.158  5.580  0.583
H  0.401  1.292  2.816
H  0.221  1.523  4.328
C  2.497  3.907  -2.970
C  2.112  2.969  -1.932
C  1.409  3.664  -0.740
O  2.213  4.605  -0.023
C  3.025  4.179  1.085
N  1.154  1.984  -2.380
H  3.081  3.572  -3.852
H  3.017  4.759  -2.539
H  1.597  4.352  -3.374
H  3.000  2.580  -1.368
H  0.971  2.833  -0.095
H  0.656  4.297  -1.249
H  3.072  3.060  1.023
H  2.617  4.449  2.120
H  4.012  4.641  0.939
H  0.843  1.313  -1.683
H  1.630  1.427  -3.139
C  -8.098  3.780  -1.383
C  -7.460  3.559  0.021
C  -5.983  3.991  0.319
O  -5.814  5.450  0.220
C  -4.500  5.842  0.466
N  -8.309  4.173  1.107
H  -7.465  3.428  -2.158
H  -8.215  4.820  -1.425
H  -9.114  3.258  -1.370
H  -7.502  2.509  0.219
H  -5.378  3.580  -0.506
H  -5.628  3.616  1.313
H  -4.428  6.876  0.777
H  -3.937  5.658  -0.437
H  -4.022  5.187  1.216
H  -9.345  4.193  0.881
H  -8.055  5.145  1.157
C  1.666  -1.289  -5.572
C  0.551  -1.053  -4.685
C  -0.770  -1.470  -5.319
O  -1.815  -1.260  -4.437
C  -3.042  -1.343  -5.184
N  0.758  -1.990  -3.548
H  1.764  -0.443  -6.257
H  1.547  -2.177  -6.153
H  2.596  -1.398  -5.004
H  0.465  0.000  -4.339
H  -0.722  -2.493  -5.462
H  -0.950  -0.970  -6.320
H  -3.177  -2.387  -5.546
H  -3.100  -0.686  -6.033
H  -3.842  -1.003  -4.522
H  -0.067  -2.162  -2.954
H  1.427  -1.587  -2.884
C  5.044  -1.124  -2.739
C  5.332  -2.057  -3.944
C  6.804  -2.450  -3.949
O  7.739  -1.317  -3.793
C  8.020  -0.744  -5.062
N  4.601  -3.328  -4.010
H  4.047  -1.237  -2.411
H  5.233  -0.079  -2.923
H  5.742  -1.423  -1.962
H  5.037  -1.564  -4.854
H  6.998  -3.014  -4.862
H  6.985  -3.080  -3.081
H  8.184  -1.483  -5.879
H  8.897  -0.119  -5.024
H  7.262  -0.054  -5.383
H  3.614  -3.186  -4.251
H  4.700  -3.861  -3.176
C  -6.901  -0.104  -2.243
C  -5.683  0.920  -2.210
C  -4.779  0.592  -1.032
O  -5.445  0.509  0.165
C  -4.658  0.969  1.229
N  -4.966  0.933  -3.481
H  -7.504  -0.070  -3.122
H  -7.630  0.126  -1.446
H  -6.468  -1.083  -2.132
H  -6.149  1.852  -2.072
H  -4.013  1.389  -1.002
H  -4.226  -0.380  -1.243
H  -3.786  0.297  1.369
H  -5.138  0.944  2.191
H  -4.300  1.962  0.921
H  -5.390  1.634  -4.118
H  -4.010  1.216  -3.245
C  3.175  1.186  6.802
C  2.531  1.618  5.515
C  2.768  3.079  5.248
O  1.909  3.978  5.991
C  2.116  5.319  5.717
N  2.837  0.625  4.483
H  2.890  1.985  7.541
H  4.248  1.050  6.746
H  2.803  0.249  7.131
H  1.455  1.412  5.710
H  2.698  3.271  4.173
H  3.798  3.324  5.358
H  3.143  5.604  5.982
H  1.332  5.873  6.340
H  1.898  5.460  4.667
H  2.577  0.888  3.498
H  3.844  0.394  4.611
C  6.462  4.468  -3.383
C  6.705  4.641  -1.921
C  6.422  3.284  -1.212
O  6.556  3.438  0.166
C  6.357  2.194  0.816
N  8.105  5.106  -1.737
H  6.961  3.609  -3.797
H  6.779  5.324  -3.924
H  5.395  4.322  -3.605
H  6.139  5.403  -1.464
H  7.157  2.474  -1.630
H  5.415  2.987  -1.493
H  6.555  2.537  1.893
H  7.199  1.505  0.591
H  5.339  1.772  0.783
H  8.680  4.310  -1.966
H  8.219  5.359  -0.800

Results of the Mulliken charge analysis, in e, for atoms 1 through 4: 0.470, -1.001, -0.592, -0.355

No. 2
C62H46F12N7O4S2Tl as an isolated structure, computed with wB97M-V/def2-TZVPD.

Frontier orbital gap (eV): 3.16
2S+1: 1
Total charge: -2
HOMO (eV): 0.33
DFT total energy (hartree): -5241.83282

Geometry (Å):
Tl  -0.752  -0.655  2.148
C  -5.246  -6.070  0.119
C  -4.576  -4.788  0.547
C  -5.277  -3.607  0.745
C  -4.591  -2.445  1.024
C  -3.184  -2.359  1.096
N  -2.608  -1.074  1.037
C  -3.233  -0.132  0.188
C  -3.949  -0.600  -0.937
C  -4.694  0.202  -1.770
C  -4.733  1.574  -1.577
C  -5.554  2.485  -2.456
C  -3.952  2.075  -0.551
C  -3.193  1.285  0.317
C  -2.403  2.004  1.421
O  -1.189  1.482  1.710
C  -2.032  3.493  1.039
F  -1.172  3.993  1.945
F  -3.020  4.424  0.955
F  -1.409  3.527  -0.160
C  -3.352  2.055  2.681
F  -2.676  2.253  3.811
F  -4.302  3.030  2.619
F  -4.046  0.910  2.793
C  -2.515  -3.617  1.217
C  -3.224  -4.767  0.855
C  -1.239  -3.833  2.059
O  -0.450  -2.778  2.313
C  -0.261  -4.975  1.586
F  0.653  -5.201  2.547
F  -0.814  -6.204  1.330
F  0.396  -4.640  0.479
C  -1.813  -4.321  3.469
F  -2.883  -3.584  3.838
F  -2.238  -5.616  3.479
F  -0.920  -4.205  4.452
H  -6.213  -5.871  -0.348
H  -5.411  -6.736  0.971
H  -4.621  -6.606  -0.598
H  -6.359  -3.583  0.658
H  -5.145  -1.523  1.147
H  -3.926  -1.655  -1.152
H  -5.231  -0.252  -2.598
H  -6.106  1.902  -3.195
H  -4.913  3.194  -2.988
H  -6.271  3.064  -1.870
H  -3.957  3.148  -0.424
H  -2.705  -5.713  0.841
N  -3.058  -0.835  4.912
C  -1.786  -0.561  5.309
N  -1.619  -0.421  6.626
C  -0.337  -0.149  6.985
N  -0.156  0.097  8.347
N  0.706  -0.099  6.225
C  0.487  -0.293  4.861
N  -0.844  -0.444  4.381
C  1.548  -0.419  4.012
C  2.909  -0.473  4.510
C  3.917  -0.903  3.724
C  3.634  -1.316  2.364
C  2.369  -1.152  1.893
N  1.355  -0.622  2.611
H  -3.685  -1.126  5.639
H  -3.201  -1.205  3.989
H  -0.844  -0.359  8.923
H  0.800  -0.045  8.628
H  3.050  -0.216  5.550
H  4.929  -0.981  4.111
H  4.398  -1.750  1.732
H  2.121  -1.448  0.876
C  4.010  7.785  -1.376
C  3.194  6.521  -1.276
C  2.320  6.305  -0.220
C  1.590  5.125  -0.124
C  1.746  4.155  -1.097
C  2.588  4.362  -2.179
C  3.314  5.536  -2.259
S  0.879  2.557  -0.990
O  0.720  2.173  -2.420
C  2.323  1.686  -0.327
C  2.744  2.163  0.934
C  3.888  1.703  1.497
C  4.628  0.672  0.866
C  5.801  0.150  1.453
C  6.429  -0.941  0.916
C  5.884  -1.573  -0.215
C  4.776  -1.055  -0.831
C  4.147  0.114  -0.342
C  2.996  0.695  -0.991
C  2.671  0.169  -2.348
C  3.603  0.465  -3.401
C  4.543  1.519  -3.279
C  5.427  1.799  -4.283
C  5.429  1.029  -5.464
C  4.510  0.032  -5.627
C  3.559  -0.255  -4.619
C  2.572  -1.251  -4.776
C  1.621  -1.434  -3.819
C  1.633  -0.705  -2.611
S  0.278  -0.954  -1.363
O  0.384  -2.344  -0.871
C  -1.045  -1.017  -2.611
C  -1.639  -2.248  -2.807
C  -2.618  -2.386  -3.783
C  -3.014  -1.299  -4.554
C  -4.087  -1.445  -5.602
C  -2.402  -0.066  -4.333
C  -1.422  0.084  -3.370
H  3.793  8.461  -0.549
H  3.802  8.307  -2.312
H  5.077  7.551  -1.358
H  2.203  7.065  0.545
H  0.900  4.967  0.697
H  2.659  3.595  -2.942
H  3.993  5.699  -3.090
H  2.148  2.913  1.439
H  4.239  2.101  2.441
H  6.181  0.619  2.353
H  7.327  -1.333  1.379
H  6.336  -2.482  -0.593
H  4.364  -1.565  -1.692
H  4.555  2.114  -2.374
H  6.126  2.619  -4.174
H  6.157  1.230  -6.240
H  4.491  -0.553  -6.541
H  2.569  -1.861  -5.673
H  0.871  -2.197  -3.966
H  -1.327  -3.084  -2.190
H  -3.091  -3.350  -3.936
H  -4.503  -2.453  -5.587
H  -3.686  -1.256  -6.601
H  -4.899  -0.735  -5.433
H  -2.707  0.796  -4.919
H  -0.944  1.039  -3.195

Results of the Mulliken charge analysis, in e, for atoms 1 through 4: 3.889, -1.766, 0.665, -1.237